#i
{
  "formula": "C25H35N5O4",
  "method": "the ωB97M-V functional and the def2-TZVPD basis",
  "symbols": ["C", "C", "C", "C", "N", "C", "O", "C", "C", "C", "O", "N", "C", "C", "C", "C", "C", "C", "C", "O", "N", "C", "C", "C", "C", "C", "C", "C", "C", "C", "N", "C", "N", "O", "H", "H", "H", "H", "H", "H", "H", "H", "H", "H", "H", "H", "H", "H", "H", "H", "H", "H", "H", "H", "H", "H", "H", "H", "H", "H", "H", "H", "H", "H", "H", "H", "H", "H", "H"],
  "coordinates": [[3.54, 3.71, -1.29], [2.87, 2.73, -0.41], [2.05, 2.88, 0.68], [1.72, 1.55, 1.04], [0.91, 1.10, 2.05], [-0.09, 1.82, 2.64], [-0.23, 3.02, 2.49], [-1.04, 0.96, 3.45], [-2.13, 0.39, 2.52], [-1.47, -0.48, 1.46], [-0.51, -1.18, 1.78], [-1.89, -0.40, 0.18], [-3.13, 0.21, -0.25], [-4.32, -0.72, 0.03], [-5.65, -0.26, -0.58], [-6.06, 1.12, -0.06], [-5.61, -0.26, -2.11], [-1.14, -1.09, -0.87], [-0.31, -2.30, -0.34], [-0.87, -3.36, -0.17], [1.02, -2.13, -0.30], [1.89, -3.19, 0.16], [2.37, -2.96, 1.59], [3.62, -2.07, 1.47], [4.05, -2.13, -0.01], [3.18, -3.21, -0.65], [-0.32, -0.13, -1.69], [0.36, -0.61, -2.81], [1.10, 0.26, -3.58], [1.13, 1.60, -3.21], [0.49, 2.07, -2.15], [-0.21, 1.22, -1.41], [2.30, 0.69, 0.23], [3.02, 1.42, -0.67], [3.99, 4.50, -0.70], [2.81, 4.15, -1.96], [4.31, 3.20, -1.87], [1.71, 3.78, 1.15], [0.86, 0.08, 2.12], [-0.50, 0.14, 3.93], [-1.51, 1.58, 4.21], [-2.69, 1.22, 2.08], [-2.81, -0.23, 3.10], [-3.04, 0.39, -1.32], [-3.27, 1.17, 0.24], [-4.43, -0.82, 1.11], [-4.08, -1.71, -0.36], [-6.40, -0.98, -0.26], [-5.40, 1.89, -0.43], [-7.07, 1.35, -0.38], [-6.05, 1.14, 1.03], [-6.61, -0.07, -2.50], [-4.95, 0.52, -2.49], [-5.27, -1.22, -2.48], [-1.88, -1.57, -1.52], [1.42, -1.19, -0.25], [1.31, -4.12, 0.07], [2.63, -3.92, 2.04], [1.59, -2.51, 2.19], [3.39, -1.04, 1.74], [4.41, -2.43, 2.12], [3.85, -1.17, -0.49], [5.11, -2.35, -0.12], [3.65, -4.19, -0.54], [3.00, -3.03, -1.71], [0.30, -1.66, -3.07], [1.64, -0.08, -4.45], [1.69, 2.33, -3.78], [-0.70, 1.67, -0.56]],
  "smiles": "Cc1cc(NC(=O)CCC(=O)N(CCC(C)C)[C@H](C(=O)NC2CCCC2)c2cccnc2)no1",
  "molar_mass_g_mol": 469.6,
  "charge": 0,
  "gap_ev": 9.5
}



#ii
{
  "formula": "C25H35N5O4",
  "method": "the ωB97M-V functional and the def2-TZVPD basis",
  "symbols": ["C", "C", "C", "C", "N", "C", "O", "N", "C", "C", "O", "N", "C", "C", "C", "C", "C", "C", "C", "C", "C", "C", "C", "O", "C", "C", "N", "C", "C", "O", "N", "C", "C", "C", "H", "H", "H", "H", "H", "H", "H", "H", "H", "H", "H", "H", "H", "H", "H", "H", "H", "H", "H", "H", "H", "H", "H", "H", "H", "H", "H", "H", "H", "H", "H", "H", "H", "H", "H"],
  "coordinates": [[-1.92, -5.23, -1.18], [-0.58, -4.51, -1.06], [-0.73, -3.03, -0.69], [-1.29, -2.84, 0.72], [-1.34, -1.43, 1.06], [-0.28, -0.84, 1.69], [0.71, -1.49, 2.02], [-0.36, 0.52, 1.97], [0.77, 1.12, 2.67], [1.89, 1.53, 1.70], [2.24, 2.68, 1.57], [2.42, 0.48, 1.04], [3.42, 0.56, 0.04], [4.68, 0.03, 0.31], [4.98, -0.60, 1.64], [4.55, -2.07, 1.67], [5.65, 0.08, -0.67], [5.38, 0.64, -1.91], [4.13, 1.15, -2.17], [3.12, 1.12, -1.21], [1.77, 1.67, -1.55], [1.77, 3.20, -1.50], [-1.42, 1.39, 1.66], [-1.42, 2.55, 2.01], [-2.44, 0.70, 0.92], [-2.39, -0.66, 0.67], [-3.50, -1.06, 0.02], [-4.23, 0.04, -0.13], [-5.58, 0.05, -0.76], [-6.59, 0.46, 0.13], [-3.64, 1.13, 0.40], [-4.11, 2.49, 0.37], [-3.75, 3.20, -0.94], [-2.25, 3.25, -1.19], [-2.41, -5.30, -0.21], [-2.58, -4.70, -1.86], [-1.77, -6.24, -1.55], [-0.07, -4.57, -2.02], [0.04, -5.01, -0.32], [-1.39, -2.54, -1.40], [0.25, -2.55, -0.74], [-2.31, -3.21, 0.78], [-0.65, -3.33, 1.45], [0.41, 2.01, 3.18], [1.16, 0.39, 3.39], [2.16, -0.45, 1.36], [4.46, -0.05, 2.44], [6.05, -0.54, 1.84], [4.83, -2.52, 2.62], [3.47, -2.17, 1.56], [5.04, -2.62, 0.87], [6.63, -0.32, -0.47], [6.15, 0.67, -2.67], [3.91, 1.58, -3.14], [1.49, 1.34, -2.55], [1.02, 1.29, -0.85], [0.79, 3.59, -1.76], [2.02, 3.54, -0.50], [2.50, 3.60, -2.19], [-5.61, 0.76, -1.59], [-5.78, -0.96, -1.15], [-6.66, -0.18, 0.84], [-5.19, 2.49, 0.52], [-3.62, 3.02, 1.20], [-4.24, 2.69, -1.78], [-4.15, 4.21, -0.88], [-1.85, 2.25, -1.37], [-1.74, 3.67, -0.32], [-2.03, 3.86, -2.06]],
  "smiles": "CCCCn1c(=O)n(CC(=O)Nc2c(CC)cccc2CC)c(=O)c2c1nc(CO)n2CCC",
  "molar_mass_g_mol": 469.6,
  "charge": 0,
  "gap_ev": 9.0
}



Order of stability, best first: #ii, #i



#i
{
  "formula": "C3H9N2O2",
  "method": "the ωB97M-V functional and the def2-TZVPD basis",
  "symbols": ["C", "C", "C", "N", "N", "O", "O", "H", "H", "H", "H", "H", "H", "H", "H", "H"],
  "coordinates": [[2.33, -0.77, 0.42], [-2.72, 0.63, 0.22], [1.10, -0.49, -0.46], [-1.55, -0.25, 0.08], [0.33, 0.43, 0.15], [-1.44, -1.36, 0.48], [0.29, 1.58, -0.39], [1.99, -1.03, 1.45], [3.02, -1.56, 0.07], [3.00, 0.18, 0.51], [-2.62, 1.46, -0.57], [-2.75, 1.20, 1.17], [-3.73, 0.07, 0.02], [0.80, -1.56, -0.23], [1.23, -0.30, -1.57], [0.72, 1.77, -1.33]],
  "molar_mass_g_mol": 105.1,
  "charge": 1,
  "gap_ev": [8.2, 8.2]
}



#ii
{
  "formula": "C3H9N2O2",
  "method": "the ωB97M-V functional and the def2-TZVPD basis",
  "symbols": ["C", "C", "C", "N", "N", "O", "O", "H", "H", "H", "H", "H", "H", "H", "H", "H"],
  "coordinates": [[-1.10, 0.21, -0.25], [-2.24, 0.23, 0.75], [1.17, 0.94, -0.43], [-0.90, -0.40, -1.33], [0.06, 0.92, 0.24], [1.69, -1.53, 0.06], [2.27, 1.16, 0.18], [-2.96, -0.56, 0.53], [-2.52, 1.20, 0.92], [-1.80, -0.07, 1.69], [1.01, 0.48, -1.39], [-1.70, -0.82, -1.70], [2.44, -1.60, 0.62], [0.18, 1.04, 1.29], [1.53, -2.07, -0.67], [2.87, 0.88, -0.49]],
  "molar_mass_g_mol": 105.1,
  "charge": 1,
  "gap_ev": 10.9
}



#iii
{
  "formula": "C3H9N2O2",
  "method": "the ωB97M-V functional and the def2-TZVPD basis",
  "symbols": ["C", "C", "C", "N", "N", "O", "O", "H", "H", "H", "H", "H", "H", "H", "H", "H"],
  "coordinates": [[1.82, -0.56, -1.09], [-1.54, 1.51, 1.86], [-1.46, 0.38, 0.92], [1.21, 0.24, -1.98], [1.27, -1.68, -0.62], [-0.49, 0.12, 0.28], [0.10, -2.18, -0.91], [-1.46, 2.42, 1.33], [-2.49, 1.49, 2.44], [-0.60, 1.40, 2.59], [2.67, -0.17, -0.41], [1.68, 0.99, -2.32], [0.46, -0.12, -2.58], [-2.41, -0.12, 0.58], [1.80, -1.93, 0.27], [-0.57, -1.78, -0.36]],
  "molar_mass_g_mol": 105.1,
  "charge": 1,
  "gap_ev": 10.5
}



Order of stability, best first: #ii, #iii, #i



#i
{
  "formula": "C2H3BrN2",
  "method": "the ωB97M-V functional and the def2-TZVPD basis",
  "symbols": ["C", "C", "N", "N", "Br", "H", "H", "H"],
  "coordinates": [[-0.30, -0.02, -0.23], [0.73, -0.86, -0.40], [-0.51, 1.13, 0.65], [-1.38, 1.92, 0.50], [0.95, -2.46, -1.44], [-1.31, -0.25, -0.77], [0.22, 1.13, 1.42], [1.61, -0.58, 0.27]],
  "molar_mass_g_mol": 135.0,
  "charge": 0,
  "gap_ev": 8.9
}



#ii
{
  "formula": "C2H3BrN2",
  "method": "the ωB97M-V functional and the def2-TZVPD basis",
  "symbols": ["Br", "C", "C", "N", "N", "H", "H", "H"],
  "coordinates": [[-2.75, 0.01, -0.06], [-0.95, -0.04, 0.44], [0.31, -1.10, -0.08], [0.98, 0.09, -0.29], [-0.04, 0.94, 0.08], [0.74, -1.96, 0.39], [1.94, 0.29, -0.02], [-0.24, 1.78, -0.45]],
  "smiles": "Brc1c[nH][nH]1",
  "molar_mass_g_mol": 135.0,
  "charge": 0,
  "gap_ev": 8.2
}



#iii
{
  "formula": "C2H3BrN2",
  "method": "the ωB97M-V functional and the def2-TZVPD basis",
  "symbols": ["C", "C", "N", "N", "Br", "H", "H", "H"],
  "coordinates": [[-0.46, 0.14, 0.55], [-0.72, -0.77, -0.46], [0.87, 0.30, 0.56], [1.42, -0.06, -0.58], [-2.35, -0.82, -1.36], [-1.13, 0.55, 1.29], [1.48, 0.37, 1.37], [0.89, 0.29, -1.38]],
  "molar_mass_g_mol": 135.0,
  "charge": 0,
  "gap_ev": [7.7, 7.7]
}



#iv
{
  "formula": "C2H3BrN2",
  "method": "the ωB97M-V functional and the def2-TZVPD basis",
  "symbols": ["C", "C", "N", "N", "Br", "H", "H", "H"],
  "coordinates": [[0.00, 1.65, -0.69], [-0.24, -1.19, 1.04], [-0.45, 0.48, -0.58], [0.42, -0.41, 0.23], [0.82, -2.43, 2.09], [-0.60, 2.39, -1.30], [-1.37, -0.05, -0.87], [1.42, -0.44, 0.07]],
  "molar_mass_g_mol": 135.0,
  "charge": 0,
  "gap_ev": 9.6
}



Order of stability, best first: #i, #ii, #iii, #iv